w) One molecule with the formula C2H2FN3O, computed with the ωB97M-V functional and the def2-TZVPD basis.

Properties
Total charge: 0
HOMO energy in eV: -9.33

Geometry (Å):
O: -2.011 -1.111 0.002
C: -0.966 -0.543 0.026
N: 0.067 -0.536 0.882
N: 1.060 0.432 0.569
N: 0.865 0.945 -0.658
C: -0.251 0.565 -1.130
F: -0.792 0.967 -2.250
H: 0.015 -0.824 1.848
H: 2.013 0.104 0.710

Here are the Mulliken charges for atoms 1 to 6, given in e: -0.546, 0.426, -0.048, -0.090, -0.425, 0.380

x) One molecule with the formula C2H2FN3O, computed with the ωB97M-V functional and the def2-TZVPD basis.

Properties
Total charge: 0
HOMO energy in eV: -10.45

Geometry (Å):
O: 0.727 0.349 -0.619
C: -0.573 -0.002 -0.496
F: -1.353 1.134 -0.634
C: -0.608 -0.796 0.855
N: -1.059 -1.992 0.574
N: -1.345 -2.030 -0.788
N: -1.117 -1.038 -1.439
H: 0.963 0.677 -1.565
H: -0.048 -0.352 1.655

Here are the Mulliken charges for atoms 1 to 6, given in e: -0.500, 0.907, -0.282, -0.193, -0.253, -0.173

It is w) that is the most stable of them.

w) One molecule with the formula C4H2OS, computed with the ωB97M-V functional and the def2-TZVPD basis.

Properties
Total charge: 0
HOMO energy in eV: -9.65

Geometry (Å):
C: -1.746 -1.414 -0.112
C: -1.063 -0.473 0.079
C: -0.067 0.735 -0.001
O: -0.518 1.843 -0.102
C: 1.402 0.641 0.084
S: 2.466 -0.576 -0.061
H: -2.090 -2.574 0.081
H: 1.615 1.818 0.032

Here are the Mulliken charges for atoms 1 to 6, given in e: 0.039, -0.412, 0.612, -0.426, -0.217, -0.168

x) One molecule with the formula C4H2OS, computed with the ωB97M-V functional and the def2-TZVPD basis.

Properties
Total charge: 0
HOMO energy in eV: -10.35

Geometry (Å):
C: -0.725 2.063 0.025
C: 0.048 -2.053 -0.332
C: -1.384 1.104 -0.204
C: -0.921 -1.491 -0.027
O: -3.447 -0.212 0.670
S: -2.489 -0.292 -0.400
H: 0.044 2.891 0.188
H: 1.040 -2.598 -0.502

Here are the Mulliken charges for atoms 1 to 6, given in e: 0.381, 0.035, -0.591, -0.462, -0.468, 0.438

It is w) that is the most stable of them.

w) One molecule with the formula C2H4ClPS3, computed with the ωB97M-V functional and the def2-TZVPD basis.

Properties
Total charge: 0
HOMO energy in eV: -9.40

Geometry (Å):
S: -1.473 -2.778 -1.685
P: -0.914 -1.040 -1.168
Cl: -1.402 0.406 -2.936
S: 1.186 -0.782 -0.838
C: 1.222 0.121 0.753
C: -0.032 0.953 0.953
S: -1.634 -0.112 0.643
H: 2.107 0.664 0.504
H: 1.302 -0.508 1.557
H: -0.179 1.450 2.016
H: -0.182 1.626 0.199

Here are the Mulliken charges for atoms 1 to 6, given in e: -0.277, 0.517, -0.294, -0.098, -0.457, -0.682

x) One molecule with the formula C2H4ClPS3, computed with the ωB97M-V functional and the def2-TZVPD basis.

Properties
Total charge: 0
HOMO energy (alpha / beta) in eV: -9.43 / -9.15

Geometry (Å):
C: -0.140 0.158 -0.606
C: 0.810 -0.955 -1.075
P: -0.244 0.992 2.523
S: -1.127 -0.716 2.844
S: 0.660 1.279 0.592
S: 0.599 -1.425 -2.834
Cl: -1.672 2.319 2.224
H: -0.193 0.831 -1.468
H: -1.182 -0.011 -0.428
H: 1.848 -0.492 -1.041
H: 0.641 -1.979 -0.731

Here are the Mulliken charges for atoms 1 to 6, given in e: -0.555, -0.502, 0.363, -0.233, -0.139, -0.097

It is w) that is the most stable of them.

w) A 3-piece molecular cluster, C2H11NO2S2 overall, computed with the ωB97M-V functional and the def2-TZVPD basis.

Properties
Total charge: 0
HOMO energy in eV: -8.44

Geometry (Å):
N: 1.775 0.140 1.797
C: 0.410 -0.335 1.873
C: 0.075 -1.067 0.542
S: -1.765 -1.161 0.270
S: -1.880 -0.234 -1.621
H: 1.882 0.876 2.485
H: 2.027 0.553 0.901
H: 0.204 -1.078 2.674
H: -0.223 0.560 1.828
H: 0.624 -0.476 -0.195
H: 0.491 -2.063 0.443
H: -0.654 -0.707 -2.204
O: 3.808 0.937 -0.181
H: 4.332 0.285 -0.656
H: 4.442 1.469 0.308
O: 0.096 2.252 -0.910
H: 0.069 2.497 -1.841
H: -0.760 1.805 -0.803

Here are the Mulliken charges for atoms 1 to 6, given in e: -0.628, -0.295, -0.709, -0.037, -0.296, 0.222

x) A 3-piece molecular cluster, C2H11NO2S2 overall, computed with the ωB97M-V functional and the def2-TZVPD basis.

Properties
Total charge: 0
HOMO energy in eV: -8.63

Geometry (Å):
N: -1.894 1.411 0.153
C: -1.586 0.008 -0.161
C: -0.351 -0.502 0.569
S: -0.704 -0.576 2.359
S: 1.068 0.061 3.187
H: -1.214 1.992 -0.319
H: -2.836 1.651 -0.116
H: -2.419 -0.624 0.033
H: -1.280 -0.011 -1.216
H: -0.148 -1.513 0.281
H: 0.549 0.073 0.446
H: 1.859 -1.016 3.148
O: 1.301 1.827 -1.020
H: 2.217 2.068 -0.823
H: 0.949 1.911 -0.122
O: 1.353 -2.013 -1.813
H: 0.904 -2.420 -2.570
H: 2.231 -2.327 -2.015

Here are the Mulliken charges for atoms 1 to 6, given in e: -0.528, -0.514, -0.459, -0.068, -0.254, 0.193

y) A 3-piece molecular cluster, C2H11NO2S2 overall, computed with the ωB97M-V functional and the def2-TZVPD basis.

Properties
Total charge: 0
HOMO energy in eV: -8.77

Geometry (Å):
N: 1.330 -0.663 1.379
C: 0.033 -1.316 1.104
C: -0.126 -1.608 -0.405
S: -1.146 -0.555 -1.385
S: -1.344 -1.664 -3.009
H: 1.475 0.277 0.914
H: 1.203 -0.415 2.398
H: -0.720 -0.716 1.585
H: -0.061 -2.382 1.584
H: -0.371 -2.672 -0.613
H: 0.917 -1.480 -0.835
H: -0.802 -1.133 -4.083
O: 0.569 2.205 -0.816
H: 1.025 2.587 -1.606
H: 0.512 1.284 -1.204
O: -1.023 2.352 1.774
H: -1.372 3.265 1.773
H: -0.100 2.633 1.447

Here are the Mulliken charges for atoms 1 to 6, given in e: -0.751, -0.174, -0.789, 0.000, -0.260, 0.244

It is x) that is the most stable of them.

w) An isolated ion of composition C3H2N3S and charge +1, computed with the ωB97M-V functional and the def2-TZVPD basis.

Properties
Total charge: +1
HOMO energy (alpha / beta) in eV: -14.10 / -14.14

Geometry (Å):
C: 1.313 -0.666 0.041
C: 1.189 0.792 -0.136
C: -1.308 0.292 0.124
N: -3.488 -0.580 -0.039
N: 0.464 -1.526 0.018
N: -2.457 -0.092 -0.024
S: -0.283 1.555 0.023
H: 2.426 -1.013 0.293
H: 2.144 1.239 -0.300

Here are the Mulliken charges for atoms 1 to 6, given in e: 0.254, -0.229, 0.163, -0.518, -0.243, 0.663

x) An isolated ion of composition C3H2N3S and charge +1, computed with the ωB97M-V functional and the def2-TZVPD basis.

Properties
Total charge: +1
HOMO energy (alpha / beta) in eV: -13.97 / -13.96

Geometry (Å):
C: -1.171 0.899 -0.476
C: -0.482 0.163 -1.335
C: 1.164 -0.724 0.555
N: 2.471 -1.807 2.127
N: -1.806 1.365 0.391
N: 2.002 -1.355 1.204
S: 0.902 -0.849 -1.019
H: -2.057 2.278 0.796
H: -1.023 0.031 -2.244

Here are the Mulliken charges for atoms 1 to 6, given in e: 0.359, -0.444, 0.078, -0.365, -0.170, 0.606

It is x) that is the most stable of them.

w) One molecule with the formula C17H18N4O2, computed with the ωB97M-V functional and the def2-TZVPD basis.

Properties
Total charge: 0
HOMO energy in eV: -8.83

Geometry (Å):
C: 1.064 -2.627 -3.721
C: 1.964 -1.455 -3.412
O: 1.487 -0.641 -2.337
C: 1.565 -1.075 -1.072
O: 2.104 -2.137 -0.740
C: 0.886 -0.140 -0.093
C: 1.604 1.177 -0.210
C: 1.311 2.197 -1.275
N: 2.620 1.483 0.547
C: 2.921 0.583 1.549
N: 4.025 0.596 2.205
C: 3.849 -0.474 3.067
N: 2.752 -1.142 2.911
N: 2.161 -0.499 1.916
C: 0.830 -0.768 1.341
C: -0.276 -0.136 2.155
C: -1.488 -0.779 2.441
C: -2.636 -0.188 3.183
C: -2.448 0.865 4.107
C: -3.522 1.323 4.893
C: -4.782 0.714 4.816
C: -5.025 -0.292 3.880
C: -3.946 -0.716 3.075
H: 1.242 -3.422 -3.013
H: -0.005 -2.393 -3.612
H: 1.251 -2.984 -4.723
H: 1.917 -0.830 -4.319
H: 2.954 -1.771 -3.204
H: -0.138 -0.014 -0.409
H: 0.472 2.878 -0.995
H: 0.980 1.720 -2.201
H: 2.231 2.762 -1.498
H: 4.560 -0.817 3.813
H: 0.711 -1.842 1.281
H: -0.181 0.912 2.438
H: -1.609 -1.760 2.074
H: -1.456 1.279 4.284
H: -3.330 2.129 5.619
H: -5.576 1.044 5.499
H: -6.021 -0.743 3.763
H: -4.138 -1.469 2.335

Here are the Mulliken charges for atoms 1 to 6, given in e: -1.192, -0.245, -0.226, 0.112, -0.619, 0.086

x) One molecule with the formula C17H18N4O2, computed with the ωB97M-V functional and the def2-TZVPD basis.

Properties
Total charge: 0
HOMO energy in eV: -8.47

Geometry (Å):
C: 0.441 2.445 0.359
C: 0.492 1.334 -0.692
N: 0.263 -0.004 -0.178
C: 1.236 -0.427 0.835
C: 2.663 -0.193 0.412
C: 3.198 -0.830 -0.702
C: 4.510 -0.603 -1.078
C: 5.309 0.257 -0.343
C: 4.791 0.879 0.779
C: 3.477 0.656 1.152
C: -1.023 -0.493 -0.093
C: -1.255 -1.870 0.119
C: -0.214 -2.914 -0.046
O: -0.113 -3.895 0.638
O: 0.585 -2.743 -1.127
C: -2.544 -2.363 0.376
N: -3.640 -1.644 0.365
C: -3.445 -0.367 0.043
C: -2.201 0.285 -0.208
C: -2.601 1.621 -0.477
N: -3.901 1.752 -0.398
N: -4.414 0.562 -0.073
C: -5.823 0.356 0.089
H: -0.432 2.338 0.999
H: 0.395 3.412 -0.134
H: 1.332 2.425 0.979
H: -0.240 1.512 -1.481
H: 1.485 1.332 -1.155
H: 1.099 -1.487 1.052
H: 1.045 0.123 1.767
H: 2.596 -1.522 -1.268
H: 4.912 -1.106 -1.945
H: 6.332 0.433 -0.637
H: 5.410 1.541 1.367
H: 3.087 1.137 2.038
H: 0.396 -1.905 -1.574
H: -2.659 -3.417 0.585
H: -2.021 2.482 -0.737
H: -5.972 -0.681 0.383
H: -6.344 0.559 -0.848
H: -6.210 1.025 0.859

Here are the Mulliken charges for atoms 1 to 6, given in e: -1.278, -1.059, 0.128, -0.889, 0.228, 0.000

It is x) that is the most stable of them.